## a
185
Properties=species:S:1:pos:R:3:mulliken_charge:R:1 method="wB97M-V/def2-TZVPD" e_homo_ev=-8.38 total_charge=0 smiles="CN(C)P(=O)(N(C)C)N(C)C.CN(C)P(=O)(N(C)C)N(C)C.CN(C)P(=O)(N(C)C)N(C)C.CN(C)P(=O)(N(C)C)N(C)C.CN(C)P(=O)(N(C)C)N(C)C.O=C1OC[C@@H](F)O1.O=C1OC[C@@H](F)O1.O=C1OC[C@@H](F)O1.O=C1OC[C@@H](F)O1" gap_ev=8.38
C 2.220 -2.274 4.598 -1.119
N 1.136 -3.086 4.055 0.375
C 0.133 -2.369 3.312 0.321
P 1.583 -4.690 3.731 0.168
O 2.372 -5.393 4.753 -0.883
N 0.140 -5.458 3.306 0.748
C -1.016 -5.406 4.189 -1.210
C 0.215 -6.711 2.593 -0.923
N 2.456 -4.635 2.259 0.369
C 3.462 -5.665 2.056 -1.188
C 1.924 -4.031 1.040 -0.107
H 2.784 -1.775 3.807 0.329
H 2.907 -2.919 5.150 0.431
H 1.859 -1.590 5.368 0.341
H -0.785 -2.954 3.235 -0.795
H 0.483 -1.937 2.373 -0.382
H -0.231 -1.568 3.970 0.475
H -1.254 -4.383 4.479 0.320
H -1.893 -5.763 3.642 0.445
H -0.897 -6.031 5.079 0.294
H 1.000 -6.754 1.844 0.155
H 0.097 -7.582 3.244 0.352
H -0.660 -6.797 1.925 0.181
H 3.900 -5.983 2.998 0.331
H 3.054 -6.529 1.520 0.360
H 4.319 -5.285 1.490 0.386
H 2.751 -3.996 0.326 0.350
H 1.487 -3.055 1.196 -0.290
H 1.202 -4.693 0.543 0.168
C -1.595 1.962 -7.046 -1.186
N -0.698 2.355 -5.956 0.285
C -0.279 3.754 -5.944 -0.892
P -0.475 1.438 -4.590 0.016
O 0.816 1.802 -3.916 -1.011
N -1.814 1.800 -3.629 1.075
C -3.151 1.551 -4.129 -0.877
C -1.725 2.344 -2.278 -0.485
N -0.614 -0.149 -5.079 0.451
C -1.185 -1.109 -4.140 -1.539
C 0.419 -0.608 -5.994 -0.943
H -1.685 0.877 -7.098 0.392
H -1.220 2.199 -8.045 0.365
H -2.566 2.435 -6.900 0.360
H -0.733 4.261 -5.090 0.262
H -0.559 4.209 -6.892 0.389
H 0.802 3.895 -5.887 0.222
H -3.697 2.484 -4.320 0.283
H -3.159 1.072 -5.107 0.306
H -3.746 0.967 -3.424 0.007
H -2.642 2.782 -1.896 0.554
H -1.418 1.545 -1.594 -0.936
H -0.887 3.044 -2.305 0.521
H -0.625 -1.067 -3.205 0.584
H -2.217 -0.818 -3.932 0.219
H -1.295 -2.116 -4.539 0.610
H 1.417 -0.549 -5.542 0.109
H 0.481 0.080 -6.841 0.378
H 0.202 -1.602 -6.379 0.387
C -6.181 -3.392 -1.699 -0.928
N -5.742 -3.423 -0.299 0.397
C -6.412 -4.325 0.627 -1.068
P -4.365 -2.592 0.288 0.153
O -4.403 -2.435 1.753 -0.863
N -3.054 -3.433 -0.272 0.597
C -2.532 -3.515 -1.643 -0.431
C -2.221 -4.180 0.702 -1.094
N -4.373 -1.165 -0.608 1.017
C -3.100 -0.553 -0.913 -0.209
C -5.506 -0.287 -0.781 -1.051
H -5.301 -3.387 -2.339 0.181
H -6.842 -2.536 -1.827 0.232
H -6.666 -4.342 -1.924 0.472
H -6.508 -3.920 1.633 0.270
H -5.842 -5.258 0.729 0.292
H -7.401 -4.611 0.267 0.432
H -2.215 -4.542 -1.827 0.481
H -3.292 -3.295 -2.388 -0.108
H -1.696 -2.820 -1.715 -0.012
H -2.553 -3.894 1.697 0.233
H -2.340 -5.253 0.554 0.413
H -1.189 -3.850 0.574 0.185
H -2.219 -1.164 -0.708 -0.249
H -2.963 -0.504 -2.003 -0.089
H -2.968 0.429 -0.455 0.092
H -5.486 0.180 -1.773 0.265
H -5.406 0.550 -0.081 0.064
H -6.488 -0.745 -0.697 0.410
C 8.170 1.668 -4.920 -1.188
N 7.047 1.460 -4.018 0.348
C 5.783 1.089 -4.663 -0.999
P 7.222 1.557 -2.342 0.279
O 7.927 2.776 -1.886 -0.858
N 5.697 1.391 -1.654 0.783
C 4.713 2.403 -2.100 -1.132
C 5.576 1.141 -0.202 -1.287
N 7.957 0.118 -1.827 0.284
C 7.508 -1.087 -2.509 -0.678
C 9.347 0.145 -1.432 -1.057
H 8.702 0.732 -5.118 0.306
H 8.858 2.403 -4.504 0.331
H 7.811 2.041 -5.879 0.446
H 5.230 0.479 -3.943 0.127
H 5.960 0.433 -5.515 0.483
H 5.146 1.944 -4.891 0.331
H 4.940 2.893 -3.045 0.524
H 3.710 1.984 -2.196 0.016
H 4.791 3.153 -1.306 0.450
H 6.252 1.842 0.297 0.376
H 4.553 1.185 0.151 0.375
H 6.018 0.157 -0.037 0.304
H 7.729 -1.898 -1.811 0.454
H 6.414 -1.114 -2.554 0.021
H 7.845 -1.230 -3.539 0.161
H 10.052 0.251 -2.261 0.288
H 9.540 -0.754 -0.838 0.384
H 9.464 0.938 -0.691 0.317
C -2.284 0.044 2.491 -0.014
N -2.809 0.427 3.794 1.226
C -3.708 -0.545 4.368 -0.900
P -3.023 2.089 3.998 -0.015
O -1.757 2.864 3.855 -0.797
N -4.216 2.491 2.883 0.870
C -5.475 1.790 2.657 -1.092
C -3.897 3.483 1.845 -1.419
N -3.730 2.190 5.503 0.189
C -4.567 3.353 5.782 -1.094
C -2.876 1.815 6.617 -1.051
H -3.052 0.248 1.734 0.227
H -2.048 -1.018 2.461 -0.991
H -1.386 0.592 2.215 -0.052
H -4.705 -0.594 3.919 0.224
H -3.917 -0.460 5.438 0.406
H -3.288 -1.552 4.305 0.230
H -5.322 0.741 2.401 -0.001
H -6.051 1.836 3.591 0.315
H -6.104 2.328 1.953 0.496
H -4.775 4.076 1.590 0.514
H -3.157 4.201 2.202 0.349
H -3.462 2.987 0.972 0.272
H -3.988 4.243 6.041 0.310
H -5.193 3.563 4.915 0.354
H -5.272 3.140 6.587 0.340
H -2.002 2.451 6.794 0.229
H -2.532 0.782 6.568 0.284
H -3.441 1.880 7.551 0.384
O -2.949 5.505 -1.538 -0.536
C -2.384 6.066 -0.654 0.713
O -1.177 6.643 -0.771 -0.342
C -0.765 7.001 0.556 0.114
C -2.106 7.275 1.260 0.362
F -2.571 8.543 1.183 -0.320
O -2.939 6.397 0.530 -0.311
H -0.165 6.188 0.953 -0.196
H -0.174 7.916 0.546 0.334
H -2.168 6.966 2.302 0.276
O 4.182 1.178 4.710 -0.562
C 3.139 1.754 4.673 0.496
O 1.978 1.114 4.987 -0.306
C 0.933 1.929 4.448 1.315
C 1.553 3.310 4.506 0.708
F 1.502 3.778 5.798 -0.365
O 2.900 2.998 4.208 -0.375
H 0.641 1.609 3.443 -0.788
H 0.009 1.811 5.008 -0.304
H 1.149 4.032 3.800 0.157
O 0.667 4.219 1.696 -0.718
C 0.681 3.245 1.013 0.095
O 1.724 2.927 0.205 -0.458
C 1.430 1.693 -0.455 0.924
C 0.365 1.116 0.461 0.487
F 0.929 0.506 1.551 -0.353
O -0.271 2.295 0.894 1.486
H 0.920 1.884 -1.402 -0.672
H 2.310 1.065 -0.461 -0.194
H -0.311 0.427 -0.030 -0.648
O 0.162 -1.735 -0.887 0.506
C 1.152 -1.887 -1.531 -0.460
O 2.160 -1.028 -1.541 -0.126
C 3.040 -1.355 -2.652 0.305
C 2.540 -2.753 -3.075 0.361
F 3.543 -3.659 -2.870 -0.351
O 1.482 -3.021 -2.236 -0.290
H 3.064 -0.568 -3.401 0.025
H 4.003 -1.444 -2.149 -0.184
H 2.263 -2.750 -4.129 0.221

---

## b
185
Properties=species:S:1:pos:R:3:mulliken_charge:R:1 method="wB97M-V/def2-TZVPD" e_homo_ev=-7.37 total_charge=0 gap_ev=7.39
C 9.050 -22.554 -6.854 -0.774
C 8.515 -21.826 -5.682 0.222
O 7.264 -22.487 -5.422 -0.506
C 7.328 -23.740 -5.874 0.246
O 6.528 -24.636 -5.689 -0.666
O 8.457 -23.839 -6.587 -0.081
F 8.363 -20.565 -5.895 -0.528
H 10.135 -22.651 -6.820 0.106
H 8.918 -22.087 -7.830 0.474
H 9.217 -21.916 -4.852 0.581
C 10.039 -24.190 -10.328 1.025
C 9.372 -23.671 -9.026 0.352
O 10.174 -24.323 -8.037 0.659
C 10.986 -25.156 -8.597 -1.904
O 11.698 -25.853 -7.993 -0.036
O 11.117 -24.954 -9.990 1.274
F 8.106 -24.180 -8.880 -0.255
H 10.399 -23.380 -10.963 -0.039
H 9.399 -24.761 -11.000 0.022
H 9.383 -22.590 -8.880 0.325
C 10.065 -27.748 -12.501 0.704
C 9.440 -26.772 -11.462 -0.257
O 10.089 -25.589 -11.857 0.012
C 10.299 -25.597 -13.206 0.117
O 10.667 -24.651 -13.999 -0.534
O 10.292 -26.877 -13.598 -0.302
F 9.733 -27.066 -10.241 -0.090
H 9.460 -28.622 -12.742 0.564
H 11.109 -27.938 -12.250 -1.229
H 8.362 -26.617 -11.492 0.649
C 6.179 -25.024 -11.037 0.081
C 5.895 -25.552 -9.622 0.326
O 5.098 -24.552 -9.064 -0.397
C 5.183 -23.407 -9.856 0.649
O 4.758 -22.320 -9.537 -0.550
O 6.014 -23.630 -10.863 -0.380
F 7.008 -25.617 -8.897 -0.034
H 5.487 -25.369 -11.805 0.510
H 7.210 -25.228 -11.325 -0.467
H 5.535 -26.581 -9.603 0.332
O 11.483 -31.045 -5.698 -0.888
P 11.616 -29.585 -5.583 0.366
N 10.178 -28.645 -5.595 0.571
C 9.990 -27.186 -5.231 1.017
C 8.972 -29.490 -5.566 -1.169
N 12.557 -28.899 -6.821 0.307
C 12.699 -29.658 -8.051 -1.651
C 12.714 -27.513 -6.796 -0.079
N 12.242 -29.111 -4.021 0.222
C 11.490 -29.483 -2.785 -1.055
C 13.593 -28.581 -3.857 -1.208
H 10.355 -26.598 -6.073 0.738
H 10.532 -26.975 -4.309 -2.380
H 8.955 -26.861 -5.123 0.852
H 8.051 -28.907 -5.563 0.344
H 9.027 -30.141 -4.694 0.373
H 9.003 -30.319 -6.273 0.312
H 12.937 -30.708 -7.882 0.409
H 11.708 -29.687 -8.504 0.495
H 13.335 -29.106 -8.744 0.318
H 12.568 -27.013 -5.838 -1.421
H 13.742 -27.308 -7.095 -0.358
H 11.960 -27.088 -7.458 0.360
H 11.707 -28.744 -2.014 0.417
H 10.411 -29.409 -2.923 0.273
H 11.682 -30.522 -2.515 0.292
H 13.799 -27.689 -4.449 0.424
H 14.107 -29.441 -4.285 0.534
H 14.005 -28.663 -2.851 0.315
O 9.823 -21.604 -8.539 -0.826
P 11.097 -20.808 -8.369 -0.022
N 11.041 -19.821 -6.995 -0.028
C 9.849 -18.966 -6.945 -0.915
C 11.229 -20.368 -5.667 0.142
N 11.384 -19.764 -9.618 0.785
C 12.068 -18.476 -9.561 -1.237
C 11.152 -20.203 -11.007 -1.848
N 12.566 -21.732 -8.366 2.721
C 12.521 -23.080 -9.077 -0.391
C 13.827 -21.167 -8.016 -2.114
H 9.597 -18.441 -7.866 0.316
H 10.006 -18.288 -6.107 0.521
H 8.941 -19.470 -6.612 0.290
H 12.206 -20.850 -5.709 -0.230
H 10.394 -20.997 -5.357 0.408
H 11.309 -19.498 -5.015 0.423
H 12.551 -18.315 -8.597 0.431
H 12.818 -18.320 -10.336 0.279
H 11.320 -17.687 -9.644 0.363
H 12.090 -20.402 -11.525 0.374
H 10.497 -21.071 -11.081 0.163
H 10.507 -19.494 -11.526 0.567
H 12.903 -23.882 -8.446 -0.607
H 11.466 -23.269 -9.273 -0.001
H 13.146 -23.005 -9.967 -0.604
H 13.917 -20.832 -6.982 0.581
H 14.086 -20.287 -8.604 0.622
H 14.675 -21.848 -7.932 0.466
O 14.671 -23.599 -13.729 -0.643
P 14.013 -22.280 -13.880 -0.247
N 13.429 -21.981 -15.478 0.450
C 13.135 -20.675 -15.964 -1.437
C 13.526 -22.973 -16.501 -0.906
N 14.950 -20.888 -13.384 0.165
C 16.163 -20.729 -14.235 -1.045
C 15.128 -20.608 -11.967 -0.459
N 12.500 -22.148 -12.993 1.112
C 12.386 -23.030 -11.824 -1.052
C 11.761 -20.856 -12.953 -0.644
H 13.841 -20.551 -16.786 0.537
H 13.288 -19.955 -15.161 0.410
H 12.083 -20.760 -16.235 0.384
H 13.285 -23.906 -15.992 0.150
H 14.558 -23.070 -16.835 0.308
H 12.876 -22.828 -17.365 0.344
H 15.778 -20.815 -15.251 0.303
H 16.498 -19.694 -14.182 0.381
H 16.870 -21.559 -14.233 0.326
H 15.956 -21.105 -11.462 0.322
H 15.486 -19.580 -11.908 0.441
H 14.277 -20.677 -11.288 -0.277
H 13.205 -22.836 -11.131 1.414
H 11.393 -22.890 -11.397 -1.159
H 12.418 -24.029 -12.257 -0.416
H 11.585 -20.442 -13.946 0.458
H 12.335 -20.133 -12.374 0.747
H 10.775 -21.022 -12.518 0.377
O 10.288 -22.523 -5.012 -1.167
P 11.456 -23.373 -4.636 -0.904
N 11.166 -24.924 -3.991 0.842
C 12.091 -26.020 -3.729 -1.608
C 9.799 -25.185 -3.462 -0.994
N 12.304 -22.702 -3.276 0.639
C 13.668 -23.188 -2.887 -1.431
C 11.760 -21.766 -2.384 -0.884
N 12.646 -23.658 -5.873 1.158
C 13.599 -22.630 -6.302 -1.217
C 12.303 -24.511 -6.977 -0.678
H 11.603 -26.885 -3.280 0.821
H 12.954 -25.707 -3.141 0.401
H 12.444 -26.381 -4.695 0.792
H 9.596 -24.610 -2.558 0.222
H 9.623 -26.243 -3.265 0.670
H 9.067 -24.834 -4.188 0.160
H 14.316 -22.342 -2.657 0.434
H 13.625 -23.754 -1.957 0.420
H 14.164 -23.755 -3.675 0.329
H 12.554 -21.194 -1.904 0.285
H 11.112 -21.072 -2.921 0.228
H 11.164 -22.206 -1.584 0.234
H 13.192 -22.020 -7.109 -0.910
H 13.673 -21.892 -5.503 1.002
H 14.614 -22.991 -6.466 0.429
H 11.564 -23.943 -7.542 0.905
H 11.964 -25.477 -6.604 -0.419
H 13.154 -24.752 -7.615 -0.277
O 15.539 -28.398 -11.553 -0.867
P 14.296 -27.681 -11.006 0.484
N 14.038 -26.159 -11.831 0.711
C 12.764 -25.391 -11.871 -2.619
C 15.033 -25.541 -12.715 -0.813
N 14.303 -27.325 -9.296 0.009
C 13.610 -26.239 -8.616 0.159
C 15.138 -28.153 -8.401 -0.999
N 12.875 -28.574 -11.282 0.420
C 11.877 -28.638 -10.329 0.615
C 12.614 -28.951 -12.663 -1.189
H 12.985 -24.375 -11.543 -0.371
H 11.979 -25.831 -11.256 -0.234
H 12.395 -25.321 -12.894 2.471
H 16.050 -25.694 -12.354 0.306
H 14.742 -24.504 -12.887 0.113
H 14.891 -25.913 -13.729 0.303
H 12.925 -25.749 -9.309 -0.162
H 12.946 -26.642 -7.851 1.099
H 14.313 -25.591 -8.093 -0.619
H 14.991 -29.214 -8.600 0.485
H 16.184 -27.986 -8.658 0.355
H 14.890 -27.926 -7.364 0.567
H 11.231 -27.780 -10.512 0.088
H 11.171 -29.462 -10.431 0.757
H 12.189 -28.702 -9.287 -1.889
H 13.255 -29.803 -12.890 0.303
H 12.839 -28.099 -13.305 0.258
H 11.558 -29.221 -12.670 0.871

---

Referenced to the most stable arrangement, the calculated values in eV are a 0.000; b 57.188.